No. 1
# C44H73I2NO23PS

7 unconnected molecules or ions with the total composition C44H73I2NO23PS (the ωB97M-V functional and the def2-TZVPD basis, the OMol25 dataset).

Calculated values
**Kohn-Sham gap**: 7.5 eV
**E_HOMO**: -11.61 eV
**Lowest unoccupied orbital energy**: -0.1508 Ha
**Total charge**: +1
**Strongest force on any atom**: 1.57 eV Å⁻¹
**DFT total energy**: -4840.486201 Eh

Last column: Mulliken charge in e.
Geometry (Å):
C (6.29, -6.14, 0.26)  -1.213
C (5.51, -5.18, 1.18)  -0.136
C (6.03, -3.73, 1.02)  -0.971
C (5.11, -2.75, 1.79)  -0.498
C (4.26, -1.91, 0.83)  -0.602
O (3.00, -2.59, 0.58)  -0.162
C (2.05, -1.79, 0.12)  -0.296
O (2.25, -0.93, -0.68)  -0.580
C (0.64, -1.97, 0.62)  0.536
C (0.25, -1.76, 1.95)  -0.360
C (1.30, -1.31, 2.92)  -0.992
S (1.74, -2.74, 3.99)  -0.199
C (3.19, -2.17, 4.93)  -0.042
C (3.51, -3.27, 5.93)  -1.144
C (-1.09, -1.94, 2.30)  0.792
P (-1.73, -1.56, 3.98)  0.871
O (-2.80, -0.56, 3.91)  -0.758
O (-0.61, -1.04, 4.98)  -0.394
O (-2.22, -2.96, 4.58)  -0.458
N (-2.00, -2.38, 1.36)  0.244
C (-3.44, -2.54, 1.74)  -1.896
C (-3.89, -3.99, 2.11)  -0.050
C (-4.60, -4.04, 3.49)  -1.149
I (-5.35, -4.73, 0.72)  0.131
C (-1.64, -2.59, 0.08)  -0.193
C (-2.57, -3.01, -1.03)  -1.057
C (-2.31, -4.41, -1.66)  0.304
C (-3.55, -4.84, -2.46)  -1.425
I (-1.63, -5.87, -0.25)  0.085
C (-0.30, -2.36, -0.31)  0.425
C (0.16, -2.53, -1.72)  0.313
C (0.93, -3.66, -2.02)  -0.224
C (1.40, -3.88, -3.30)  -1.138
C (1.09, -2.97, -4.30)  -0.638
C (0.35, -1.83, -4.00)  -1.504
C (-0.13, -1.61, -2.72)  0.121
H (7.18, -5.64, -0.11)  0.317
H (5.68, -6.37, -0.61)  0.322
H (6.55, -7.05, 0.79)  0.356
H (5.65, -5.43, 2.23)  0.251
H (4.45, -5.14, 0.94)  0.162
H (6.03, -3.52, -0.05)  0.345
H (7.05, -3.66, 1.38)  0.398
H (5.72, -2.03, 2.33)  0.544
H (4.45, -3.33, 2.43)  0.176
H (4.80, -1.77, -0.10)  0.390
H (4.08, -0.94, 1.28)  0.448
H (0.97, -0.46, 3.51)  0.706
H (2.22, -1.00, 2.43)  0.450
H (4.02, -2.11, 4.23)  -0.057
H (3.03, -1.21, 5.40)  0.454
H (2.61, -3.73, 6.34)  0.311
H (4.14, -2.88, 6.73)  0.376
H (4.07, -4.07, 5.46)  0.288
H (-0.36, -1.73, 5.62)  0.251
H (-2.12, -2.94, 5.54)  0.317
H (-4.08, -2.12, 0.97)  1.091
H (-3.67, -1.94, 2.61)  0.399
H (-3.04, -4.65, 2.18)  0.335
H (-5.48, -4.68, 3.45)  0.495
H (-4.93, -3.07, 3.83)  0.294
H (-3.94, -4.50, 4.22)  0.259
H (-3.62, -2.90, -0.83)  0.659
H (-2.34, -2.33, -1.85)  0.339
H (-1.52, -4.35, -2.40)  0.213
H (-3.23, -5.24, -3.42)  0.414
H (-4.12, -5.63, -1.97)  0.291
H (-4.17, -3.98, -2.69)  0.443
H (1.17, -4.37, -1.23)  0.568
H (1.98, -4.77, -3.51)  0.483
H (1.46, -3.17, -5.30)  0.579
H (0.15, -1.11, -4.77)  0.689
H (-0.70, -0.72, -2.48)  0.874
C (0.56, 4.25, 9.01)  -0.598
O (-0.57, 3.51, 8.54)  -0.349
C (-0.45, 3.03, 7.31)  0.852
O (0.50, 3.17, 6.59)  -0.630
O (-1.57, 2.37, 7.01)  -0.375
C (-1.58, 1.82, 5.69)  -0.362
H (0.33, 4.58, 10.01)  0.228
H (1.45, 3.62, 9.03)  0.286
H (0.73, 5.12, 8.37)  0.270
H (-0.78, 1.11, 5.55)  0.096
H (-1.51, 2.61, 4.94)  0.203
H (-2.53, 1.31, 5.56)  0.338
C (1.41, 2.05, -3.12)  -0.621
O (0.53, 1.97, -4.24)  -0.098
C (0.27, 3.14, -4.83)  0.606
O (0.71, 4.21, -4.49)  -0.545
O (-0.56, 2.92, -5.84)  -0.227
C (-0.93, 4.09, -6.57)  -0.691
H (1.55, 1.03, -2.77)  0.081
H (2.39, 2.45, -3.40)  0.358
H (0.97, 2.65, -2.33)  0.347
H (-0.06, 4.56, -7.02)  0.304
H (-1.45, 4.80, -5.93)  0.305
H (-1.60, 3.77, -7.36)  0.223
C (1.67, 0.18, -7.47)  -0.717
O (1.67, -1.19, -7.87)  -0.318
C (0.95, -1.45, -8.97)  0.775
O (0.33, -0.64, -9.61)  -0.540
O (1.03, -2.76, -9.21)  -0.318
C (0.30, -3.18, -10.37)  -0.643
H (2.28, 0.24, -6.57)  0.229
H (2.09, 0.81, -8.24)  0.426
H (0.65, 0.50, -7.22)  0.291
H (0.68, -2.69, -11.27)  0.302
H (-0.76, -2.97, -10.25)  0.299
H (0.45, -4.25, -10.46)  0.218
C (0.27, 5.23, 4.26)  -0.531
O (-0.53, 4.97, 3.10)  -0.211
C (-0.78, 6.03, 2.34)  0.730
O (-0.39, 7.15, 2.55)  -0.549
O (-1.53, 5.65, 1.31)  -0.329
C (-1.87, 6.71, 0.41)  -0.647
H (0.40, 4.29, 4.78)  0.078
H (1.25, 5.61, 3.97)  0.375
H (-0.23, 5.94, 4.92)  0.260
H (-0.97, 7.14, -0.03)  0.307
H (-2.45, 7.47, 0.92)  0.292
H (-2.47, 6.26, -0.38)  0.215
C (-9.09, -3.28, -5.93)  -0.645
O (-7.86, -3.01, -5.27)  -0.288
C (-7.08, -2.13, -5.89)  0.714
O (-7.33, -1.57, -6.92)  -0.533
O (-5.97, -1.96, -5.17)  -0.205
C (-5.05, -1.02, -5.73)  -0.540
H (-9.62, -4.00, -5.32)  0.211
H (-9.69, -2.37, -6.01)  0.301
H (-8.92, -3.70, -6.92)  0.301
H (-5.50, -0.04, -5.80)  0.306
H (-4.70, -1.36, -6.71)  0.325
H (-4.20, -0.98, -5.05)  0.058
C (1.10, 9.00, 3.97)  -0.522
O (2.27, 9.50, 4.63)  -0.329
C (2.99, 10.36, 3.91)  0.758
O (2.74, 10.72, 2.79)  -0.540
O (4.03, 10.75, 4.64)  -0.333
C (4.89, 11.68, 3.98)  -0.629
H (0.62, 8.32, 4.66)  0.194
H (0.42, 9.81, 3.72)  0.327
H (1.38, 8.46, 3.07)  0.302
H (4.36, 12.59, 3.73)  0.293
H (5.32, 11.24, 3.08)  0.293
H (5.69, 11.91, 4.67)  0.216

***

No. 2
# C44H74F12O22

11 unconnected molecules or ions with the total composition C44H74F12O22 (the ωB97M-V functional and the def2-TZVPD basis, the OMol25 dataset).

Calculated values
**Kohn-Sham gap (spin up / spin down)**: 2.4 / 7.1 eV
**E_HOMO (spin up / spin down)**: -0.59 / -5.33 eV
**2S+1**: 2
**Lowest unoccupied orbital energy (spin up / spin down)**: 0.0649 / 0.0648 Ha
**Total charge**: -1
**⟨S²⟩**: 0.75
**Strongest force on any atom**: 6.13 eV Å⁻¹
**DFT total energy**: -4574.387989 Eh

Last column: Mulliken charge in e.
Geometry (Å):
C (5.06, 2.70, 0.43)  -0.684
O (4.77, 3.29, -0.83)  -0.350
C (5.47, 2.58, -1.89)  0.050
C (5.47, 3.56, -3.13)  -0.878
O (4.25, 4.02, -3.70)  -0.231
C (4.26, 5.04, -4.70)  -0.747
H (5.06, 1.61, 0.50)  0.249
H (4.14, 2.95, 0.96)  0.118
H (5.83, 3.22, 1.00)  0.446
H (5.14, 1.57, -2.14)  0.125
H (6.54, 2.57, -1.71)  0.310
H (6.05, 3.05, -3.91)  0.353
H (6.00, 4.50, -2.94)  0.387
H (3.23, 5.40, -4.76)  0.214
H (4.61, 4.73, -5.69)  0.303
H (4.99, 5.82, -4.50)  0.305
C (1.09, -3.30, -7.02)  -0.645
O (1.32, -2.20, -6.22)  -0.381
C (0.52, -2.40, -5.04)  -0.621
C (1.47, -2.91, -3.85)  0.219
O (2.06, -4.20, -4.15)  -0.385
C (2.87, -4.64, -3.13)  -0.275
H (1.79, -3.08, -7.82)  0.287
H (0.06, -3.43, -7.35)  0.281
H (1.42, -4.25, -6.59)  0.240
H (-0.40, -2.96, -5.19)  0.436
H (0.13, -1.43, -4.73)  0.131
H (0.96, -2.94, -2.89)  -0.058
H (2.32, -2.22, -3.81)  0.267
H (3.75, -3.99, -3.12)  0.076
H (3.14, -5.68, -3.29)  0.304
H (2.45, -4.53, -2.13)  0.049
C (3.40, 2.63, 3.62)  -0.529
O (4.81, 2.59, 3.53)  0.008
C (5.35, 3.10, 4.74)  -0.551
C (6.82, 2.91, 4.77)  -0.377
O (7.28, 3.22, 6.02)  -0.336
C (8.38, 2.45, 6.48)  -0.792
H (2.97, 2.10, 2.77)  -0.175
H (3.01, 3.65, 3.64)  0.339
H (2.97, 2.10, 4.48)  0.418
H (4.93, 2.60, 5.61)  0.267
H (5.09, 4.16, 4.67)  0.258
H (7.41, 3.55, 4.12)  0.236
H (7.04, 1.85, 4.61)  0.358
H (8.11, 1.41, 6.68)  0.333
H (8.71, 2.91, 7.41)  0.274
H (9.32, 2.39, 5.92)  0.317
O (-0.94, 3.22, 1.08)  -0.660
C (-1.92, 2.80, 1.78)  0.343
O (-3.21, 3.20, 1.61)  -0.305
C (-4.18, 2.46, 2.39)  -0.157
C (-3.20, 1.86, 3.43)  -0.873
C (-1.90, 1.56, 2.64)  0.688
H (-4.77, 1.79, 1.76)  0.039
H (-4.81, 3.24, 2.82)  0.413
H (-3.77, 1.08, 3.94)  0.368
H (-3.04, 2.61, 4.20)  0.339
H (-2.05, 0.72, 1.96)  -0.402
H (-1.07, 1.54, 3.35)  0.225
O (0.56, -0.08, 4.41)  -0.678
C (1.14, -1.08, 3.96)  0.248
O (0.68, -1.66, 2.87)  0.140
C (1.61, -2.65, 2.35)  0.408
C (2.92, -2.36, 3.10)  -0.628
C (2.44, -1.79, 4.41)  -0.541
H (1.72, -2.57, 1.27)  0.020
H (1.29, -3.67, 2.59)  -0.019
H (3.58, -1.71, 2.53)  0.025
H (3.56, -3.24, 3.17)  0.470
H (3.08, -1.08, 4.93)  0.309
H (2.15, -2.56, 5.12)  0.269
O (-6.71, 6.40, -0.79)  -0.667
C (-5.98, 5.48, -1.21)  0.365
O (-5.32, 5.43, -2.41)  -0.392
C (-4.54, 4.27, -2.52)  -0.423
C (-5.24, 3.28, -1.73)  0.812
C (-5.87, 4.13, -0.64)  0.069
H (-3.53, 4.45, -2.15)  0.267
H (-4.34, 4.01, -3.56)  0.373
H (-4.62, 2.49, -1.31)  -0.429
H (-6.04, 2.79, -2.28)  -0.230
H (-5.07, 4.22, 0.10)  0.059
H (-6.78, 3.63, -0.32)  0.191
O (5.11, -0.57, -0.76)  -0.605
C (5.92, -1.30, -1.31)  0.506
O (5.77, -1.96, -2.52)  -0.291
C (6.77, -2.85, -2.86)  -0.417
C (7.95, -2.44, -1.94)  -0.653
C (7.31, -1.66, -0.80)  -0.372
H (7.13, -2.78, -3.89)  0.304
H (6.41, -3.85, -2.61)  0.334
H (8.67, -1.74, -2.35)  0.285
H (8.41, -3.38, -1.64)  0.302
H (7.93, -0.77, -0.69)  0.272
H (7.16, -2.32, 0.06)  0.297
C (-6.21, -0.25, -1.02)  -1.001
C (-7.39, 0.36, -0.29)  0.277
O (-8.01, 1.51, -0.86)  -0.301
C (-8.62, 1.51, -2.13)  0.314
O (-8.62, 0.55, -2.86)  -0.515
C (-9.30, 2.86, -2.51)  0.875
F (-9.05, 3.80, -1.59)  -0.211
F (-8.73, 3.29, -3.63)  -0.245
F (-10.66, 2.83, -2.79)  -0.274
H (-5.84, -1.23, -0.71)  0.461
H (-5.38, 0.45, -1.05)  0.012
H (-6.36, -0.26, -2.10)  0.373
H (-6.97, 0.69, 0.66)  -0.029
H (-8.07, -0.45, -0.02)  0.259
C (-3.98, -4.40, -1.50)  -1.528
C (-2.66, -3.64, -1.07)  0.896
O (-1.92, -4.61, -0.32)  -0.282
C (-0.59, -4.53, -0.03)  0.404
O (0.07, -3.48, -0.22)  -0.415
C (-0.03, -5.77, 0.61)  0.790
F (0.89, -6.25, -0.11)  -0.223
F (0.41, -5.46, 1.84)  -0.276
F (-1.03, -6.68, 0.86)  -0.281
H (-3.87, -5.31, -2.09)  0.449
H (-4.57, -3.89, -2.26)  0.423
H (-4.60, -4.66, -0.63)  0.270
H (-3.04, -2.94, -0.32)  -0.405
H (-2.02, -3.18, -1.82)  0.135
C (2.18, 0.98, 0.20)  -0.777
C (0.92, 0.16, 0.13)  1.861
O (0.28, 0.29, -1.08)  -0.445
C (-1.01, -0.18, -1.19)  0.052
O (-1.53, -0.77, -0.20)  -0.628
C (-1.68, 0.15, -2.50)  0.523
F (-0.89, 0.91, -3.27)  -0.323
F (-1.91, -0.97, -3.12)  -0.251
F (-2.90, 0.66, -2.27)  -0.109
H (2.93, 0.75, 0.95)  -0.035
H (1.84, 2.00, 0.35)  0.336
H (2.77, 0.94, -0.72)  0.155
H (0.26, 0.54, 0.90)  -0.453
H (1.05, -0.91, 0.26)  -0.820
C (-3.32, -2.13, 2.81)  -0.426
C (-4.65, -2.89, 2.88)  -0.657
O (-5.85, -2.26, 2.56)  -0.102
C (-6.57, -1.72, 3.50)  0.246
O (-6.23, -1.31, 4.58)  -0.551
C (-7.91, -1.30, 2.93)  1.005
F (-8.30, -1.94, 1.88)  -0.253
F (-8.77, -1.58, 3.93)  -0.288
F (-8.02, 0.02, 2.65)  -0.250
H (-3.29, -1.83, 1.76)  -0.113
H (-2.50, -2.83, 2.97)  0.310
H (-3.25, -1.30, 3.51)  0.267
H (-4.63, -3.18, 3.93)  0.408
H (-4.68, -3.85, 2.37)  0.430